(1)
64
Properties=species:S:1:pos:R:3:forces:R:3:lowdin_charge:R:1 method="wB97M-V/def2-TZVPD" energy_ha=-1436.78746 smiles="C[C@@H](NC(=O)[C@@H]1Cc2ccccc2CN1C(=O)OC(C)(C)C)C(=O)NC[C@@H]1CCCO1" gap_ha=0.343 lumo_ev=0.702 homo_ev=-8.6
C 3.662599 -0.371910 0.732816 -0.105 0.087 -0.165 -0.02
C 2.355046 0.220191 0.189774 0.105 -0.233 -0.039 -0.26
N 1.351199 -0.803817 0.022821 -0.056 0.437 0.448 0.13
C 1.340590 -1.642245 -1.025228 -0.289 -0.235 0.317 -0.41
O 2.201306 -1.655892 -1.880407 0.366 -0.036 -0.244 0.09
C 0.126290 -2.596518 -1.016237 0.315 -0.344 -0.008 -0.16
C 0.218147 -3.579481 -2.185358 0.108 0.194 0.147 -0.06
C 0.158429 -2.807630 -3.467258 -0.145 0.000 -0.137 -0.19
C 0.987807 -3.070646 -4.545438 -0.105 0.006 -0.030 -0.03
C 0.903894 -2.302967 -5.692604 0.060 -0.067 -0.034 -0.08
C -0.002009 -1.257689 -5.761445 -0.050 0.085 -0.075 -0.09
C -0.826943 -0.985642 -4.685118 0.001 -0.013 0.048 -0.03
C -0.755338 -1.760988 -3.536930 0.167 -0.139 -0.015 -0.16
C -1.688978 -1.523114 -2.390451 -0.494 0.168 -0.061 -0.06
N -1.115970 -1.853339 -1.091685 0.099 -0.082 -0.016 0.02
C -1.845266 -1.489344 -0.009070 0.028 -0.088 -0.080 -0.52
O -2.935233 -0.971306 -0.099465 -0.245 0.121 0.084 0.10
O -1.196225 -1.770404 1.141262 0.136 -0.033 -0.102 0.00
C -1.831632 -1.528285 2.422875 -0.381 0.099 0.651 -0.56
C -2.167764 -0.048259 2.591014 0.073 -0.127 -0.253 -0.02
C -0.764184 -1.939168 3.438045 -0.164 0.074 -0.415 -0.01
C -3.078803 -2.401124 2.553849 0.211 0.117 -0.253 -0.02
C 1.808377 1.245982 1.178556 0.430 -0.124 -0.493 -0.43
O 0.920058 0.967804 1.961252 -0.331 -0.128 0.238 0.06
N 2.443950 2.433916 1.166156 0.254 0.257 0.033 0.09
C 1.919107 3.564045 1.893952 -0.261 0.163 -0.179 -0.11
C 1.140315 4.510038 0.948661 0.253 0.095 0.300 -0.33
C 0.181226 5.414394 1.728642 0.141 -0.099 -0.247 -0.12
C -1.064194 4.530483 1.857926 0.048 -0.096 -0.071 -0.14
C -0.927662 3.533619 0.691941 -0.454 -0.213 0.047 -0.17
O 0.321957 3.784014 0.062239 0.142 0.048 -0.146 -0.10
H 4.413743 0.403671 0.857103 0.127 0.051 0.029 0.08
H 4.030157 -1.114907 0.030086 0.036 -0.036 -0.038 0.08
H 3.482937 -0.849016 1.693551 -0.024 -0.017 0.104 0.09
H 2.544827 0.682124 -0.786954 -0.035 0.015 0.148 0.16
H 0.627959 -0.839264 0.733386 0.028 -0.048 -0.132 0.12
H 0.134311 -3.137121 -0.062834 0.019 0.095 -0.214 0.16
H 1.152358 -4.136640 -2.117540 -0.046 -0.019 -0.002 0.13
H -0.617955 -4.282669 -2.125723 0.033 -0.021 0.086 0.13
H 1.705083 -3.875183 -4.480498 0.106 -0.073 0.028 0.11
H 1.551712 -2.512978 -6.530806 0.061 -0.011 -0.066 0.10
H -0.062096 -0.650259 -6.652505 -0.003 0.048 -0.068 0.10
H -1.532820 -0.168817 -4.733922 -0.068 0.102 -0.003 0.11
H -2.595095 -2.131784 -2.533718 0.072 0.156 0.015 0.15
H -2.012319 -0.477297 -2.363871 -0.002 -0.170 -0.077 0.13
H -2.573807 0.119556 3.584745 -0.028 -0.011 0.155 0.09
H -1.263474 0.543368 2.473176 0.047 0.070 0.041 0.06
H -2.900044 0.260236 1.850453 -0.055 0.035 0.044 0.08
H 0.101977 -1.289849 3.338899 0.117 0.079 0.022 0.08
H -0.456423 -2.967887 3.266784 0.015 -0.135 0.018 0.09
H -1.158821 -1.850364 4.445635 -0.058 0.017 0.115 0.09
H -2.821743 -3.448852 2.409381 0.017 -0.118 0.030 0.09
H -3.511515 -2.277199 3.542547 -0.016 0.004 0.128 0.09
H -3.813950 -2.111694 1.807702 -0.072 -0.013 0.021 0.08
H 3.062703 2.638363 0.396517 -0.070 -0.162 -0.010 0.15
H 1.249000 3.156069 2.652759 0.098 0.096 0.028 0.12
H 2.733962 4.108724 2.377559 -0.104 0.001 0.052 0.13
H 1.851789 5.067246 0.329337 -0.057 -0.013 0.068 0.15
H -0.040092 6.304583 1.140131 0.046 0.029 0.036 0.12
H 0.589815 5.717484 2.689874 0.014 0.078 0.067 0.11
H -1.069176 4.001574 2.809993 -0.044 -0.001 0.025 0.11
H -1.981518 5.110009 1.785329 -0.023 0.002 0.061 0.11
H -1.700080 3.665740 -0.069261 0.030 -0.026 0.078 0.12
H -0.961499 2.498311 1.047597 -0.018 0.098 -0.038 0.10

***

(2)
65
Properties=species:S:1:pos:R:3:forces:R:3:lowdin_charge:R:1 method="wB97M-V/def2-TZVPD" energy_ha=-1793.09389 gap_ha=0.282 lumo_ev=-0.052 homo_ev=-7.7
C 0.741573 3.794293 -0.343541 -0.493 3.088 -6.121 -0.05
C -0.560000 3.283213 -0.269161 -6.752 -1.416 0.237 -0.36
C -1.141748 3.266622 0.957192 -5.665 -3.079 3.340 -0.03
C -2.520069 2.627614 1.111165 3.023 0.536 -5.130 0.09
C -3.267320 2.061167 -0.127536 -2.715 1.108 17.487 -0.39
C -2.784907 2.313422 -1.189170 2.273 1.081 -14.113 -0.15
C -1.548693 2.790277 -1.211687 8.528 3.831 -6.020 -0.04
H -1.049315 3.037041 -2.487071 -1.628 -0.949 3.780 0.20
H -3.357665 2.124326 -2.198617 1.232 0.279 2.054 0.19
O -4.493956 1.622991 0.066363 -1.485 0.717 -1.139 -0.06
C -4.931696 1.101255 1.236789 4.248 -8.448 -1.081 -0.14
C -5.706391 -0.287003 0.671557 3.495 -3.070 8.075 -0.01
N -4.746740 -1.639360 0.161032 -3.830 6.592 1.061 -0.15
C -3.965299 -0.982583 -0.851811 0.341 -2.384 -2.278 -0.18
H -4.671848 -0.655882 -1.759002 1.708 -0.118 2.089 0.17
C -3.354398 -2.332256 -1.343577 7.438 3.005 -2.512 -0.08
N -2.402094 -3.052197 -0.406161 -1.374 1.554 -1.626 -0.04
C -1.141758 -2.790074 -0.235523 1.116 3.965 -7.638 -0.58
O -0.408664 -3.017926 0.614473 3.432 -2.962 7.969 0.13
C -0.353520 -2.011413 -1.320115 -1.079 -0.935 -3.091 -0.06
H 0.665664 -2.388168 -1.426519 0.148 0.432 1.481 0.09
C -0.496632 -0.431671 -1.107692 9.225 -4.389 -0.775 -0.09
C -0.376243 -0.094432 0.264643 -7.477 0.689 0.367 -0.52
O -1.428463 0.087715 1.025547 4.469 -0.871 -2.166 -0.02
N 0.837204 -0.070752 0.622920 4.607 -1.081 11.331 0.13
C 2.174013 -0.473937 0.386623 -4.606 -0.802 -3.050 -0.67
N 2.461093 -0.823118 -0.835482 -0.321 3.204 -0.135 0.01
N 3.784518 -0.704965 -1.020124 1.730 -3.436 3.571 0.05
C 4.347375 -0.941522 0.206880 3.578 1.030 -3.419 -0.52
C 5.923871 -1.160195 0.239698 -5.364 5.622 -11.631 -0.07
H 6.156407 -1.833720 -0.552100 -0.021 -1.077 -0.164 0.11
H 6.137860 -1.419251 1.060724 3.650 -3.731 11.408 -0.01
C 6.704578 0.172679 -0.243538 1.156 -4.855 5.466 -0.48
C 6.380093 1.169365 0.661906 0.234 8.036 2.781 -0.17
H 6.645902 0.965941 1.706666 -0.400 0.151 -0.089 0.09
H 7.022962 2.370579 0.424325 -1.447 -3.667 0.560 0.18
H 5.376888 1.577581 0.501133 -0.184 -0.349 0.709 0.06
C 8.163070 -0.167584 -0.040721 0.784 1.640 -7.370 -0.07
H 8.709961 0.727362 -0.616395 -0.443 -1.591 2.143 0.13
H 8.249122 -0.874781 -0.902697 0.889 -0.458 0.998 0.08
H 8.600499 -0.552927 0.840275 -0.103 0.053 1.082 0.07
H 6.198160 0.479053 -1.029852 -0.748 0.616 -5.298 0.09
S 3.336636 -0.681028 1.561229 0.904 0.017 0.159 1.15
H 0.707575 -0.274913 1.896464 0.318 1.351 -4.571 0.28
H 0.379015 -0.015687 -1.824609 -1.118 -0.720 2.251 0.18
H -1.141210 -0.182877 -1.695354 -8.795 3.299 -5.212 -0.01
H -0.595211 -2.452153 -2.383982 -0.608 1.805 1.330 0.14
C -3.090789 -3.439403 0.730829 -6.852 8.762 -5.217 -0.03
C -3.883692 -1.968203 1.178766 -0.618 -5.530 5.513 -0.19
H -4.659563 -2.287969 2.183673 2.407 0.850 -2.622 0.17
H -3.097723 -1.324113 1.580729 -0.230 0.399 -0.514 0.08
H -2.526616 -3.698228 1.373036 6.806 -4.206 8.661 0.02
H -3.780628 -3.962918 0.270640 -4.074 -3.751 -0.319 0.08
H -2.647602 -2.107572 -2.255762 -1.447 -0.433 1.356 0.14
H -3.916815 -3.115071 -1.634981 -3.065 -1.788 -0.993 0.08
H -3.178901 -0.232386 -0.417327 -1.430 -1.487 -1.302 0.12
H -6.329601 -0.175790 -0.087328 -2.760 0.961 -3.330 0.03
H -6.247130 -0.765809 1.678741 1.012 1.248 -2.776 0.14
H -5.509235 1.586333 1.885829 -2.396 2.702 2.101 0.05
H -3.826478 0.625291 2.072383 -3.312 1.384 -2.650 0.22
H -2.936680 2.511272 2.039708 -0.850 -0.123 2.087 0.04
H -0.702650 3.476595 1.954328 0.071 0.345 -0.986 0.12
H 0.782158 4.588086 -1.243764 0.440 -1.482 2.218 0.16
H 1.193691 2.954482 -0.652527 3.115 -2.697 -1.415 0.04
H 1.098084 4.075291 0.547431 1.315 1.532 3.086 0.05

***

(3)
92
Properties=species:S:1:pos:R:3:forces:R:3:lowdin_charge:R:1 method="wB97M-V/def2-TZVPD" energy_ha=-11384.57926 charge=+1 gap_ha=0.044 lumo_ev=-8.453 homo_ev=-9.7
C 3.349678 -1.471507 2.699329 -0.649 0.345 -1.614 0.01
C 1.944376 -1.894624 2.064071 1.181 1.136 0.789 -0.43
O 1.005280 -1.785826 2.798846 -0.234 -0.556 -0.826 0.12
N 1.813794 -2.343199 0.664518 2.284 0.681 1.653 -0.17
C 3.134833 -2.279064 -0.039640 2.532 -4.503 2.676 -0.49
C 1.273342 -3.712767 0.692228 -0.898 -1.068 -1.750 -0.15
C 0.123207 -3.909897 -0.342895 -0.418 0.552 0.550 -0.17
C -0.765406 -2.645370 -0.627376 -0.300 -1.164 -0.883 -0.16
C -2.128327 -2.781605 0.084069 1.116 1.047 -0.079 -0.06
C -3.066930 -1.534481 0.071574 -1.755 -1.216 0.071 -0.27
C -3.811968 -1.266862 -1.229123 1.497 0.665 -0.419 0.03
B -2.931613 -0.758548 -2.433810 -0.613 -0.279 -0.663 -0.57
O -1.687991 -0.092092 -2.328514 0.077 -0.089 0.448 0.11
O -3.396283 -1.018089 -3.728312 0.749 -0.148 1.118 0.13
O -4.133228 -2.060660 0.948257 0.600 0.424 1.650 0.09
C -3.822980 -1.721262 2.231051 -0.794 -0.796 -0.822 -0.46
O -4.466804 -1.985467 3.190293 1.130 0.333 -0.414 0.22
O -2.614520 -0.953621 2.197979 -0.150 0.587 0.886 0.13
C -2.742826 -0.302781 0.980618 -1.044 -1.328 -0.391 -0.33
F -3.978720 0.354070 1.096757 0.549 0.936 -0.508 0.07
C -1.739775 0.742329 0.570282 -0.682 0.640 0.118 -0.14
C -2.207271 1.904417 -0.059805 -1.654 0.365 -0.299 0.03
C -1.423523 2.969800 -0.444348 0.991 -0.589 0.455 -0.01
C -0.048431 2.816642 -0.174282 -0.517 0.424 -0.611 -0.09
C 0.297911 1.614788 0.426937 2.711 0.015 0.402 -0.24
N -0.470520 0.593284 0.829880 1.305 0.534 -0.340 0.17
H 3.152092 -1.003521 3.651200 -0.361 -0.127 0.031 0.04
H 3.994499 -2.330967 2.897328 0.000 0.059 -0.324 0.10
H 3.903630 -0.701460 2.092377 -0.236 -0.816 0.364 0.08
H 3.540195 -1.181385 0.013330 3.651 -10.361 5.682 -0.35
H 3.904145 -2.941916 0.430908 -0.705 0.023 -0.434 0.13
H 3.074326 -2.537344 -1.158139 -0.055 -0.088 1.728 0.06
H 0.920443 -4.023995 1.674484 0.078 0.631 0.100 0.14
H 2.079689 -4.411714 0.427353 -0.115 0.099 0.134 0.10
H 0.483456 -4.357383 -1.268724 0.171 0.297 0.052 0.04
H -0.536370 -4.670865 0.091076 0.068 0.050 -0.174 0.11
H -0.969774 -2.682724 -1.712146 0.100 0.098 0.145 0.11
H -0.266421 -1.690338 -0.439467 0.015 -0.199 0.355 0.07
H -2.697143 -3.620608 -0.330275 -0.135 0.326 -0.159 0.14
H -1.895215 -3.073094 1.115325 -0.260 0.354 0.002 0.13
H -4.253389 -2.236713 -1.555805 -0.472 -0.134 0.231 0.09
H -4.635534 -0.555941 -1.086802 -0.046 -0.293 0.170 0.15
H -0.954094 -0.706728 -2.404284 0.023 -0.004 -0.113 0.07
H -2.822816 -1.731191 -4.041301 -0.210 0.099 -0.656 0.12
H -3.276138 1.985782 -0.225928 0.117 -0.076 0.007 0.14
H -1.833798 3.864815 -0.893495 -0.114 -0.097 0.014 0.13
H 0.688526 3.642310 -0.432836 -0.886 -1.182 1.070 0.10
H 1.407282 1.484736 0.625521 -1.398 0.238 0.194 0.03
O 4.599936 -1.033223 7.317275 -0.364 0.229 0.026 -0.23
Cl 4.914757 0.019917 6.435849 1.403 -1.290 -0.032 0.68
O 4.635650 -0.316253 5.065768 -0.283 0.460 -0.244 -0.35
O 6.248720 0.469492 6.587006 -0.184 0.307 0.004 -0.27
O 4.004529 1.182168 6.765985 -1.104 0.979 -0.511 -0.58
Cs 2.790316 -0.182772 -0.865792 -6.497 13.887 -9.085 1.65
F -5.235208 -3.714425 -1.292816 0.521 0.221 -0.155 -0.48
Na 1.438538 3.805781 -2.366807 0.460 0.778 -0.829 0.75
B 4.892975 6.533146 -3.598894 0.569 0.690 -0.207 -1.26
F 5.765929 6.191392 -4.628685 -0.153 -0.154 0.097 0.11
F 4.002760 5.429605 -3.362632 -0.817 -0.816 0.348 0.01
F 5.602699 6.781941 -2.413733 -0.187 -0.166 0.072 0.09
F 4.127657 7.652065 -3.950605 -0.123 -0.168 0.100 0.07
C 2.551342 -6.918788 -2.041570 0.095 -0.139 0.197 -1.51
Cl 2.671693 -5.263350 -2.684960 -0.010 -0.044 -0.053 0.53
Cl 4.030440 -7.349150 -1.188483 -0.022 0.043 -0.054 0.55
Cl 1.153000 -7.101454 -0.989117 0.026 0.001 -0.075 0.59
H 2.432029 -7.592220 -2.880819 0.009 0.078 -0.043 0.02
Mg 3.345616 2.465838 5.485904 0.599 -0.882 1.023 1.29
Br 5.189378 3.188729 8.762888 0.007 0.563 0.195 0.64
C 6.198763 2.110330 10.041583 0.226 -0.311 -0.201 -0.64
C 5.482224 0.830261 10.377264 -0.161 0.028 0.300 -0.69
Br 4.002583 1.143391 11.599293 -0.025 -0.006 -0.116 0.64
H 6.373425 2.742190 10.906461 -0.117 0.039 -0.023 0.06
H 7.146536 1.901768 9.549678 -0.043 -0.007 -0.053 0.07
H 6.150009 0.150125 10.901555 0.072 0.055 -0.040 0.07
H 5.071317 0.329674 9.507253 0.063 0.004 -0.018 0.02
C 0.684488 8.940090 -2.659197 -0.163 0.019 -0.391 -1.53
Cl 0.972796 9.014616 -4.387345 0.006 -0.015 0.117 0.58
Cl -1.047760 8.962142 -2.305859 0.023 0.009 0.067 0.52
Cl 1.441468 7.495264 -1.964020 0.148 -0.157 0.160 0.52
H 1.138650 9.807017 -2.196796 0.040 -0.077 0.067 0.02
C -5.244381 -1.424860 -5.973302 0.133 -0.165 -0.171 -0.04
O -6.645791 -1.176308 -6.101343 -0.011 -0.097 -0.016 0.02
C -6.942542 -0.058706 -6.757953 -0.091 -0.122 0.067 -0.63
O -6.151202 0.718359 -7.226307 0.057 0.084 -0.027 0.12
O -8.269404 0.052973 -6.807365 -0.051 0.007 0.004 0.01
C -8.735576 1.216954 -7.489774 -0.195 0.178 -0.112 -0.04
H -5.127284 -2.355134 -5.424356 -0.282 0.018 0.064 0.10
H -4.785981 -1.537886 -6.956587 -0.035 0.132 -0.018 0.10
H -4.764616 -0.629735 -5.418094 -0.037 0.103 -0.129 0.07
H -8.410571 1.210053 -8.528880 0.115 0.057 0.050 0.10
H -8.391383 2.120533 -6.988949 0.113 -0.018 -0.076 0.10
H -9.821419 1.191086 -7.461006 0.024 -0.178 0.104 0.09